A 5-piece molecular cluster, C20H43O11S overall, computed with ωB97M-V/def2-TZVPD.

Output
**Energy**: -2013.2783 Ha
**Net charge**: +1
**Highest occupied orbital energy**: -11.60 eV
**Orbital gap**: 7.836 eV
**LUMO**: -3.766 eV

Geometry (Å):
1 C -2.240 0.586 -1.908
2 C -2.031 -0.891 -1.529
3 C -3.242 -1.810 -1.604
4 O -4.223 -1.289 -2.597
5 S -5.724 -1.754 -2.644
6 C -6.631 -0.272 -1.985
7 O -7.943 -0.403 -2.402
8 O -8.726 -0.825 -1.285
9 H -2.218 1.221 -1.023
10 H -3.174 0.769 -2.441
11 H -1.437 0.915 -2.565
12 H -1.681 -0.929 -0.496
13 H -1.232 -1.318 -2.133
14 H -3.776 -1.902 -0.652
15 H -2.973 -2.804 -1.958
16 H -5.850 -2.537 -1.541
17 H -6.129 0.571 -2.464
18 H -6.531 -0.238 -0.902
19 H -9.211 -0.009 -1.075
20 O 0.356 -0.335 0.334
21 C 0.436 0.740 0.884
22 O -0.676 1.225 1.464
23 C -0.648 2.409 2.291
24 C -0.745 3.680 1.480
25 C 1.710 1.543 0.883
26 H 0.234 2.403 2.931
27 H -1.518 2.298 2.935
28 H 0.114 3.800 0.820
29 H -0.773 4.538 2.150
30 H -1.651 3.676 0.871
31 H 1.752 2.120 -0.042
32 H 2.540 0.840 0.887
33 H 1.818 2.220 1.727
34 O 2.218 4.368 3.881
35 C 3.303 3.924 4.165
36 O 3.556 2.636 3.883
37 C 4.859 2.039 4.039
38 C 5.099 1.564 5.454
39 C 4.343 4.754 4.873
40 H 5.630 2.731 3.697
41 H 4.841 1.193 3.360
42 H 5.104 2.389 6.167
43 H 6.062 1.056 5.511
44 H 4.322 0.856 5.743
45 H 4.148 4.689 5.944
46 H 4.212 5.788 4.567
47 H 5.367 4.442 4.691
48 O 0.434 0.046 -5.170
49 C -0.541 -0.109 -5.845
50 O -1.753 0.026 -5.239
51 C -2.999 -0.056 -5.935
52 C -3.474 -1.490 -6.050
53 C -0.479 -0.504 -7.298
54 H -2.963 0.450 -6.899
55 H -3.679 0.516 -5.302
56 H -2.829 -2.096 -6.686
57 H -4.483 -1.529 -6.463
58 H -3.478 -1.929 -5.051
59 H -0.399 -1.591 -7.348
60 H 0.431 -0.081 -7.716
61 H -1.332 -0.193 -7.894
62 O 3.972 -1.092 3.121
63 C 3.512 -2.189 2.940
64 O 4.082 -3.229 3.574
65 C 3.545 -4.559 3.513
66 C 4.004 -5.302 2.278
67 C 2.365 -2.407 1.986
68 H 2.458 -4.534 3.595
69 H 3.927 -5.038 4.413
70 H 3.639 -4.829 1.366
71 H 3.635 -6.328 2.303
72 H 5.093 -5.328 2.238
73 H 2.771 -2.500 0.979
74 H 1.748 -1.516 2.010
75 H 1.747 -3.276 2.193